101
Properties=species:S:1:pos:R:3:forces:R:3:lowdin_spin:R:1 method="wB97M-V/def2-TZVPD" e_homo_ev="-6.7 / -6.8" spin_multiplicity=5 largest_force_ha_per_bohr=0.0100 lumo_energy_ev="-0.006 / -0.054" relative_energy_kj_mol=0.0
Fe -0.1674 -0.5383 0.0316 -0.31 0.31 -0.27 3.649
C 1.9757 1.3775 3.4527 -0.11 0.01 0.08 0.000
C 2.9758 1.8413 2.3987 0.08 0.01 -0.01 0.003
C 3.0720 3.3643 2.4240 0.01 -0.02 0.01 0.001
P 2.5483 1.0688 0.7499 -0.02 0.12 0.01 0.014
C 4.1969 0.9578 -0.1339 0.02 -0.02 -0.08 0.003
C 4.0352 0.8861 -1.6589 0.04 -0.02 0.00 0.000
C 5.3328 1.9124 0.2377 0.00 -0.01 0.01 0.001
C 1.5894 2.3945 -0.0764 0.08 -0.07 0.02 0.007
C 2.2037 3.4040 -0.8221 0.00 0.03 -0.01 -0.001
C 1.4826 4.4162 -1.4257 0.01 0.00 0.00 0.006
C 0.1007 4.4340 -1.2758 0.01 0.01 0.00 0.000
C -0.5268 3.4560 -0.5345 0.00 -0.02 0.03 0.006
C 0.1909 2.4161 0.0825 0.10 -0.02 -0.03 0.007
N -0.4733 1.3937 0.7782 0.01 -0.05 0.12 0.054
C -1.5008 1.7640 1.6282 -0.07 -0.08 -0.03 0.005
C -1.5376 3.0331 2.2509 0.00 -0.05 0.01 0.003
C -2.5529 3.3889 3.1121 0.00 0.01 0.00 0.000
C -3.5837 2.5030 3.4141 0.00 0.00 0.01 0.003
C -3.5534 1.2430 2.8466 -0.08 -0.04 0.04 0.001
C -2.5508 0.8547 1.9574 0.32 0.16 -0.08 0.006
P -2.2712 -0.8287 1.3526 -0.17 -0.11 0.27 0.027
C -1.9231 -1.7435 2.9470 -0.22 -0.17 -0.13 0.003
C -1.0072 -0.9143 3.8425 -0.03 0.10 0.12 0.000
C -3.1242 -2.2230 3.7603 0.00 0.05 0.06 0.001
C -3.8242 -1.6290 0.7009 0.06 0.04 0.03 0.006
C -5.1620 -1.1263 1.2425 0.02 -0.05 -0.03 0.002
C -3.8752 -1.6384 -0.8282 0.00 0.04 -0.09 0.000
H 2.2262 1.7954 4.4318 -0.01 -0.01 -0.02 0.000
H 0.9641 1.7043 3.1974 0.00 -0.01 0.01 0.000
H 1.9645 0.2901 3.5481 0.01 -0.04 0.00 0.000
H 3.9531 1.4111 2.6498 -0.02 0.02 0.00 0.000
H 2.0933 3.8088 2.2324 0.01 -0.01 0.00 0.000
H 3.4077 3.7016 3.4088 -0.01 -0.01 -0.01 0.000
H 3.7593 3.7595 1.6799 0.05 0.00 -0.06 0.000
H 4.5200 -0.0395 0.1899 -0.01 -0.01 0.00 0.000
H 3.1293 0.3654 -1.9627 -0.04 -0.04 0.01 0.000
H 4.0101 1.8824 -2.0982 -0.01 -0.02 -0.01 0.000
H 4.8854 0.3561 -2.0950 0.00 0.01 0.01 0.000
H 5.1385 2.9382 -0.0711 -0.04 0.05 -0.02 0.000
H 5.5435 1.9185 1.3065 0.00 0.02 0.02 0.000
H 6.2452 1.5922 -0.2735 -0.01 0.00 0.01 0.000
H 3.2771 3.4085 -0.9257 0.05 0.00 0.03 0.000
H 1.9896 5.1816 -1.9991 -0.01 -0.01 0.00 0.000
H -0.4893 5.2125 -1.7448 -0.01 -0.01 0.01 0.000
H -1.6014 3.4769 -0.4202 0.00 0.03 -0.01 0.000
H -0.7411 3.7373 2.0513 0.01 0.01 -0.01 0.000
H -2.5365 4.3716 3.5689 0.01 0.00 -0.01 0.000
H -4.3788 2.7859 4.0911 0.01 -0.01 0.00 0.000
H -4.3286 0.5350 3.1099 0.01 0.04 -0.03 0.000
H -1.3960 -2.6362 2.5976 0.07 -0.01 -0.03 0.000
H -1.5972 -0.2091 4.4325 0.04 0.01 -0.03 0.000
H -0.4698 -1.5589 4.5471 0.00 0.02 -0.02 0.000
H -0.2907 -0.3145 3.2817 0.02 0.05 -0.01 0.000
H -3.7101 -1.3795 4.1315 0.00 -0.02 -0.01 0.000
H -3.7811 -2.8867 3.2002 0.00 0.00 -0.03 0.000
H -2.7695 -2.7760 4.6351 -0.01 0.00 -0.01 0.000
H -3.6661 -2.6618 1.0242 -0.05 -0.05 0.00 0.000
H -5.3083 -0.0733 0.9973 0.02 0.02 0.02 0.000
H -5.9746 -1.6844 0.7697 0.03 -0.02 0.00 0.000
H -5.2615 -1.2499 2.3189 0.00 0.01 0.03 0.000
H -4.2457 -0.6879 -1.2136 0.00 -0.02 0.02 0.000
H -2.9029 -1.8223 -1.2865 -0.01 -0.02 0.03 -0.001
H -4.5632 -2.4189 -1.1619 0.01 0.01 0.00 0.000
C 3.4177 -3.4956 2.5016 0.00 0.01 -0.01 0.000
C 2.2906 -4.0043 1.6851 0.00 0.02 0.04 0.001
N 2.1838 -5.1897 1.1873 -0.01 -0.03 -0.02 0.000
N 0.9973 -5.1591 0.5052 0.04 -0.05 -0.02 0.002
C 0.3577 -3.9802 0.5480 0.03 0.19 0.08 0.005
S -1.0721 -3.5429 -0.1793 0.07 -0.20 0.04 0.036
N 1.1997 -3.2333 1.3429 -0.06 -0.02 -0.01 0.003
N 1.0325 -1.8828 1.6253 0.05 -0.13 0.01 0.035
H 4.1538 -4.2865 2.6158 0.00 0.00 0.00 0.000
H 3.0803 -3.1764 3.4892 -0.01 -0.01 -0.01 0.000
H 3.8873 -2.6389 2.0130 0.01 0.00 0.01 0.000
H 0.6871 -5.9605 -0.0150 -0.01 0.01 0.00 0.001
H 1.8242 -1.3213 1.2928 0.05 -0.03 0.04 0.001
H 0.9027 -1.7525 2.6218 -0.02 0.02 -0.02 0.001
C -3.9705 2.8412 -3.1270 -0.04 0.03 0.03 0.001
C -3.8488 2.3616 -1.8308 0.02 -0.01 -0.03 0.000
C -2.8451 1.4562 -1.5213 -0.01 -0.02 -0.07 0.000
C -1.9784 1.0180 -2.5092 0.15 -0.12 0.05 0.003
C -2.0862 1.5057 -3.8084 -0.09 0.03 0.04 0.002
C -3.0856 2.4156 -4.1114 0.04 -0.04 0.02 0.000
N -0.9393 0.1012 -2.1141 -0.13 0.13 -0.03 0.042
N -0.3193 -0.3920 -3.0656 0.32 -0.17 0.17 -0.006
C 0.8050 -1.2095 -2.7057 -0.33 0.22 -0.18 0.012
C 1.4786 -1.7245 -3.8117 0.05 -0.05 0.01 -0.001
C 2.6222 -2.4803 -3.6227 -0.05 0.04 0.11 0.005
C 3.0699 -2.6761 -2.3203 0.00 -0.01 -0.12 -0.001
C 2.3704 -2.1363 -1.2466 0.10 0.01 0.12 0.011
C 1.1925 -1.3900 -1.3725 0.05 -0.03 -0.12 0.034
H -4.7474 3.5552 -3.3696 0.00 0.00 0.00 0.000
H -4.5230 2.7008 -1.0540 0.00 0.00 0.00 0.000
H -2.7121 1.1024 -0.5096 -0.04 0.00 -0.02 0.000
H -1.3841 1.1742 -4.5579 0.02 -0.01 -0.03 0.000
H -3.1709 2.8003 -5.1197 0.00 0.00 0.01 0.000
H 1.0956 -1.5155 -4.8033 -0.01 0.00 0.02 0.000
H 3.1594 -2.8940 -4.4660 0.01 0.00 0.01 0.000
H 3.9770 -3.2438 -2.1423 -0.01 0.00 0.01 0.000
H 2.8217 -2.3073 -0.2679 -0.05 0.06 -0.05 0.001